Below is the ion C3H4NO3 with charge +1 at a distorted geometry, with properties calculated with the ωB97M-V functional and the def2-TZVPD basis.

Each line ends with the Mulliken spin population.
Atoms and positions in Å:
C  -2.58934  0.62609  0.02422  0.094
C  -1.32043  0.59990  -0.39817  0.466
C  1.64903  -0.00633  0.30999  -0.010
N  0.66403  -1.05941  -0.05459  0.453
O  -3.66728  0.77302  0.26353  0.194
O  0.93113  -2.23743  0.04693  0.535
O  -0.62037  -0.71147  -0.26174  0.229
H  -0.83962  1.29711  -0.97614  0.005
H  1.05617  0.96859  0.71121  0.002
H  2.25767  0.19740  -0.60477  0.022
H  2.47900  -0.44746  0.93954  0.010

The total charge is +1. The calculation puts the energy above the lowest of the compared OMol25 structures with the same formula, charge and spin at 304.7 kJ/mol. As for the multiplicity: 3. The maximum force is 8.27 eV/Å. The value obtained for the LUMO energy (alpha / beta) is -6.86 / -9.18 eV. The calculation puts the gap between HOMO and LUMO (alpha / beta) at 5.9 / 6.6 eV.